Entry A
DFT (ωB97M-V/def2-TZVPD) results for an isolated ion of composition C6H9N2O2 and charge +1.

ORCA input file:
```
! wB97M-V def2-TZVPD RIJCOSX def2/J DEFGRID3
* xyz 1 1
C -0.873 0.962 1.251
C -1.558 -0.393 -0.537
C 1.565 0.004 -1.662
O -0.088 1.367 2.046
H 1.813 -1.082 -1.861
C 1.659 -0.960 0.569
H -1.713 -1.026 -1.402
H 1.736 -0.738 1.698
H -2.806 1.484 1.859
N -2.227 1.029 1.146
O -3.846 -0.158 -0.063
H 0.798 0.498 -2.397
H 1.211 1.026 0.131
H 2.331 0.737 -1.690
H 2.771 -1.004 0.384
H 1.379 -2.060 0.683
C -0.447 0.072 -0.064
N 1.033 0.056 -0.226
C -2.737 0.185 0.134
*
```

Properties
E_HOMO = -14.6 eV
LUMO level = -4.558 eV
SMILES = C[NH+](C)C1=CC(=O)NC1=O

Entry B
DFT (ωB97M-V/def2-TZVPD) results for an isolated ion of composition C6H9N2O2 and charge +1.

ORCA input file:
```
! wB97M-V def2-TZVPD RIJCOSX def2/J DEFGRID3
* xyz 1 1
C -2.428 -2.511 -0.818
C -1.692 -0.421 0.146
H 2.313 2.542 -1.607
C -0.385 -0.529 0.325
H 2.524 2.378 0.197
H -1.347 -2.568 -0.812
O -3.870 2.353 0.282
H -2.918 -2.079 -1.710
C 1.780 2.495 -0.593
N -2.232 0.794 -0.117
H -2.883 -3.396 -0.538
C 0.639 0.454 0.210
C 0.652 1.614 -0.451
O -2.579 -1.444 0.219
H 1.495 3.619 -0.658
H 1.569 0.253 0.727
H -0.198 -1.560 0.551
H -0.165 1.903 -1.020
N -3.109 1.493 0.166
*
```

Properties
E_HOMO = -13.0 eV
LUMO level = -5.923 eV
SMILES = C/C=C/C=C(\N=[N+]=O)OC

Stability check: which of them is most stable? entry A.

Entry A
DFT (ωB97M-V/def2-TZVPD) results for one molecule with the formula C21H25N3O3S.

ORCA input file:
```
! wB97M-V def2-TZVPD RIJCOSX def2/J DEFGRID3
* xyz 0 1
C -2.568 0.718 -1.331
H -1.789 -3.355 -1.872
N 1.804 0.491 0.905
H -1.964 3.030 -2.654
H 3.759 -2.022 -1.208
H -1.669 0.147 -1.552
H -4.102 -3.889 0.032
H -0.086 -1.886 2.514
H -2.475 -2.073 2.137
H 1.453 -0.489 -0.896
C -2.206 2.082 -0.738
O -1.256 0.760 1.023
C -1.379 2.882 -1.749
C 5.578 0.668 -0.947
N 1.314 1.407 2.842
H -3.156 0.143 -0.621
C 1.957 -0.415 1.913
H -3.140 0.845 -2.246
H -4.340 -2.235 0.592
H 3.469 -1.872 1.559
C 2.389 -1.831 1.737
C 3.494 0.097 -0.783
H -1.096 3.857 -1.364
H 6.366 -1.307 -1.424
C -3.492 2.843 -0.386
H -0.850 2.963 2.320
C -1.800 -2.324 1.332
C -3.789 -2.854 -0.112
H -4.118 2.927 -1.272
C -2.311 -2.729 0.109
H -3.279 3.846 -0.024
C -0.437 -2.220 1.551
S 0.936 3.088 0.738
N 1.662 0.137 3.060
H -4.052 2.310 0.380
H -0.473 2.342 -2.013
C 0.445 -2.526 0.526
C -1.430 1.859 0.556
H 1.731 1.278 -0.985
H -4.056 -2.563 -1.126
C 1.390 1.617 1.559
C 2.047 0.343 -0.511
O 1.818 -2.454 0.611
H 6.387 1.371 -0.920
H 2.164 -2.371 2.665
C -0.833 3.071 1.236
C -1.416 -3.039 -0.908
C 4.177 -1.044 -1.085
C -0.055 -2.939 -0.707
H 0.643 -3.178 -1.496
H -1.251 4.023 0.924
O 4.348 1.141 -0.696
C 5.539 -0.668 -1.194
*
```

Properties
E_HOMO = -8.4 eV
LUMO level = 0.549 eV
SMILES = Cc1ccc(OCc2nnc(SCC(=O)C(C)(C)C)n2Cc2ccco2)cc1

Entry B
DFT (ωB97M-V/def2-TZVPD) results for one molecule with the formula C21H25N3O3S.

ORCA input file:
```
! wB97M-V def2-TZVPD RIJCOSX def2/J DEFGRID3
* xyz 0 1
H -3.211 -2.184 -0.083
C -6.241 0.155 -0.171
H -7.096 0.816 -0.203
C 3.360 0.471 0.958
H -0.370 -0.886 -1.082
S 1.088 1.934 0.417
O 0.797 1.632 1.794
C -2.219 2.733 0.687
H -6.110 -3.853 -0.973
H 6.789 -0.147 -1.814
H 6.845 -2.502 1.580
N -2.558 0.382 -0.087
H -6.065 -3.851 0.786
H -1.320 2.584 1.278
C -6.431 -1.213 -0.156
C 2.674 1.215 0.016
H -3.074 2.056 -1.174
C -4.057 -1.512 -0.082
C -0.218 -0.262 -0.195
H -2.207 3.752 0.311
H -1.764 -1.245 0.956
H -4.868 1.772 -0.119
C -2.281 1.748 -0.486
N 6.336 -0.452 -0.962
H 0.627 -0.645 0.378
H 4.780 -1.277 2.413
H -1.269 0.340 1.571
C 4.413 0.868 -1.580
H -1.132 1.265 -2.260
C 3.192 1.423 -1.248
H -7.427 -1.628 -0.182
C 6.164 -1.982 0.907
N 0.122 1.071 -0.641
C -5.523 -3.545 -0.108
H 2.634 2.022 -1.948
C 5.411 -0.865 1.625
C -4.971 0.699 -0.129
O 8.029 -1.885 -0.622
H -0.638 2.783 -1.460
H 5.455 -2.715 0.511
H 2.927 0.352 1.939
C -0.968 1.758 -1.295
O 1.073 3.304 0.001
H 4.835 1.020 -2.562
C 5.108 0.107 -0.642
C 4.585 -0.088 0.642
C 6.958 -1.454 -0.269
C -3.845 -0.128 -0.080
H 6.130 -0.187 2.095
H -4.570 -4.068 -0.131
H -3.086 2.604 1.332
C -1.486 -0.236 0.661
C -5.327 -2.058 -0.112
*
```

Properties
E_HOMO = -7.6 eV
LUMO level = 0.484 eV
SMILES = Cc1cccc(N2CCN(S(=O)(=O)c3ccc4c(c3)CCC(=O)N4)C[C@@H]2C)c1

Stability check: which of them is most stable? entry B.